(1)
{"formula": "C52H91N13", "method": "the ωB97M-V functional and the def2-TZVPD basis", "species": ["C", "C", "C", "C", "N", "H", "H", "H", "H", "H", "H", "H", "C", "C", "C", "C", "N", "H", "H", "H", "H", "H", "H", "H", "C", "C", "C", "C", "N", "H", "H", "H", "H", "H", "H", "H", "C", "C", "C", "C", "N", "H", "H", "H", "H", "H", "H", "H", "C", "C", "C", "C", "N", "H", "H", "H", "H", "H", "H", "H", "C", "C", "C", "C", "N", "H", "H", "H", "H", "H", "H", "H", "C", "C", "C", "C", "N", "H", "H", "H", "H", "H", "H", "H", "C", "C", "C", "C", "N", "H", "H", "H", "H", "H", "H", "H", "C", "C", "C", "C", "N", "H", "H", "H", "H", "H", "H", "H", "C", "C", "C", "C", "N", "H", "H", "H", "H", "H", "H", "H", "C", "C", "C", "C", "N", "H", "H", "H", "H", "H", "H", "H", "C", "C", "C", "C", "N", "H", "H", "H", "H", "H", "H", "H", "C", "C", "C", "C", "N", "H", "H", "H", "H", "H", "H", "H"], "positions_angstrom": [[-2.89132, 5.36390, -7.42912], [-1.56359, 5.93329, -8.00397], [-1.45059, 5.96734, -9.52736], [-1.53567, 4.64345, -10.21978], [-1.54289, 3.62867, -10.78445], [-3.12865, 4.41929, -7.91851], [-3.71217, 6.06640, -7.57339], [-2.82235, 5.14212, -6.36416], [-0.72385, 5.40138, -7.55675], [-1.43302, 6.96162, -7.66694], [-0.53025, 6.49802, -9.77119], [-2.19722, 6.63502, -9.95730], [4.54521, -1.21596, -8.34825], [3.78476, -1.89518, -9.49978], [4.32455, -1.49796, -10.84440], [5.68721, -1.96507, -11.13794], [6.74394, -2.36251, -11.39505], [4.59311, -0.14237, -8.53051], [5.59065, -1.52207, -8.31009], [4.14628, -1.44791, -7.36075], [2.74141, -1.59890, -9.39152], [3.87342, -2.97837, -9.41654], [4.39487, -0.41573, -10.95361], [3.69390, -1.80155, -11.67999], [9.12198, 0.87409, 6.04283], [8.98557, -0.09360, 4.86782], [7.56111, -0.07537, 4.26016], [6.49961, -0.55906, 5.06364], [5.63189, -1.02143, 5.65130], [8.43292, 1.71786, 6.07934], [10.11077, 1.31176, 6.18010], [8.94621, 0.32906, 6.97026], [9.30216, -1.09594, 5.15625], [9.68810, 0.14564, 4.06950], [7.48016, -0.64186, 3.33245], [7.31264, 0.95954, 4.02494], [6.61717, 4.32813, -3.12713], [7.49469, 5.52902, -2.95430], [8.02744, 6.10444, -4.24678], [6.94930, 6.33548, -5.28082], [6.09784, 6.48263, -6.07351], [5.86248, 4.49933, -3.89476], [6.10404, 4.00868, -2.22009], [7.22040, 3.48406, -3.46144], [8.30813, 5.40084, -2.24019], [6.95406, 6.37812, -2.53613], [8.75500, 5.44037, -4.71343], [8.59208, 7.03059, -4.13945], [-9.28319, 1.41173, 3.12210], [-10.14287, 0.53513, 4.09554], [-9.38343, 0.18604, 5.38672], [-9.12583, 1.32803, 6.29571], [-8.79992, 2.20601, 7.01547], [-9.83893, 1.78214, 2.26067], [-8.37160, 0.89297, 2.82543], [-8.97749, 2.30976, 3.65891], [-10.45874, -0.39619, 3.62546], [-11.00232, 1.16149, 4.33453], [-8.40076, -0.25717, 5.22539], [-10.00462, -0.52690, 5.92887], [-3.64659, -4.96038, 6.34480], [-4.16777, -4.98115, 7.81742], [-5.08985, -6.14935, 8.19745], [-6.33325, -6.27423, 7.45659], [-7.28227, -6.44826, 6.85158], [-2.78058, -5.60730, 6.20471], [-3.31116, -3.96486, 6.05406], [-4.40863, -5.25571, 5.62357], [-4.65488, -4.01683, 7.96198], [-3.33242, -4.88379, 8.51083], [-5.20203, -6.17911, 9.28125], [-4.51419, -7.06360, 8.05297], [0.98350, 0.18734, 12.87073], [1.47411, 0.99823, 11.66782], [0.41392, 1.14847, 10.53841], [-0.82297, 1.78228, 11.02636], [-1.82863, 2.28747, 11.44175], [0.17395, 0.70169, 13.38860], [1.81800, 0.01809, 13.55122], [0.66406, -0.80422, 12.55000], [2.37735, 0.52485, 11.28287], [1.76677, 1.98227, 12.03400], [0.14159, 0.19050, 10.09545], [0.73540, 1.67374, 9.63905], [3.37501, 6.23396, 5.11078], [4.24484, 6.97076, 4.14353], [3.47972, 7.81904, 3.11799], [2.63647, 7.03340, 2.17120], [1.98334, 6.43053, 1.46868], [3.93765, 5.59644, 5.79276], [2.76309, 5.50954, 4.57331], [2.66083, 6.81572, 5.69352], [4.79622, 6.22385, 3.57239], [4.87275, 7.62376, 4.74968], [4.23052, 8.32597, 2.51184], [2.92527, 8.61697, 3.61196], [-5.03252, 8.05581, 2.60218], [-4.12865, 9.11439, 3.29046], [-3.30547, 8.69626, 4.47605], [-4.17632, 8.23587, 5.60032], [-4.88308, 7.84216, 6.42753], [-5.89044, 7.83519, 3.23731], [-4.48994, 7.13190, 2.40200], [-5.45352, 8.38947, 1.65375], [-4.86574, 9.87698, 3.54201], [-3.43442, 9.60096, 2.60533], [-2.71316, 9.53800, 4.83486], [-2.62423, 7.86209, 4.30818], [-5.56500, -2.55198, -9.00152], [-4.78303, -2.61929, -7.66941], [-4.29959, -4.08059, -7.30718], [-3.55859, -4.73156, -8.40096], [-3.00367, -5.22625, -9.30503], [-6.02705, -1.57891, -9.16810], [-6.41088, -3.23726, -9.05598], [-4.82066, -2.66857, -9.78923], [-5.44221, -2.23111, -6.89294], [-3.91753, -1.95672, -7.67094], [-5.14169, -4.72133, -7.04559], [-3.58046, -3.96213, -6.49667], [-3.37704, -9.93764, 0.58152], [-4.85656, -10.11027, 1.04740], [-5.85137, -9.25699, 0.21387], [-5.49778, -7.82837, 0.01459], [-5.27404, -6.70012, -0.20618], [-2.65371, -10.54993, 1.12003], [-3.11069, -8.88383, 0.66301], [-3.20793, -10.26750, -0.44351], [-4.91458, -9.75314, 2.07561], [-5.21034, -11.14108, 1.06709], [-6.88758, -9.25011, 0.55201], [-5.93542, -9.57578, -0.82508], [7.19389, -7.40209, -7.21159], [6.57586, -8.77763, -7.47115], [5.09094, -8.82333, -7.49457], [4.29824, -8.25778, -6.38799], [3.67314, -7.78972, -5.53490], [6.90366, -6.69121, -7.98524], [8.28130, -7.44831, -7.15253], [6.79289, -6.99155, -6.28489], [6.93389, -9.48998, -6.72786], [6.92645, -9.21288, -8.40695], [4.70453, -9.81764, -7.71846], [4.67571, -8.24630, -8.32083], [0.22080, -1.64857, 0.46088], [0.12390, -0.15716, 0.25902], [-1.30359, 0.45955, 0.53249], [-1.51710, 0.90343, 1.96925], [-1.69029, 1.25619, 3.06729], [0.46516, -1.91817, 1.48835], [1.03619, -2.03105, -0.15309], [-0.71706, -2.08014, 0.11121], [0.29812, -0.10150, -0.81553], [0.95078, 0.43135, 0.65652], [-1.98587, -0.32197, 0.19808], [-1.53953, 1.36942, -0.01938]], "homo_lumo_gap_ev": 11.25, "homo_energy_ev": -11.0, "de_lowest_ev": 4.968, "e_lumo_ev": 0.21}

=====

(2)
{"formula": "CH5BrP2", "method": "the ωB97M-V functional and the def2-TZVPD basis", "species": ["C", "P", "P", "Br", "H", "H", "H", "H", "H"], "positions_angstrom": [[0.62758, -0.53549, 0.52281], [-0.38601, -0.69487, -2.25191], [-0.54113, 0.81030, 0.91300], [2.55997, -0.37032, 0.46211], [0.42731, -1.66936, 0.58996], [-1.44290, -1.03753, -1.43111], [-0.99779, 0.58337, -1.87841], [-0.62298, 1.04679, 2.28579], [0.37597, 1.86711, 0.78775]], "homo_lumo_gap_ev": [7.63, 7.49], "homo_energy_ev": [-8.6, -8.6], "de_lowest_ev": 3.969, "e_lumo_ev": [-0.97, -1.08]}

=====

(3)
{"formula": "C28H44FeN5OSTe", "method": "the ωB97M-V functional and the def2-TZVPD basis", "species": ["Fe", "C", "C", "N", "C", "C", "N", "C", "C", "N", "C", "C", "N", "C", "C", "C", "C", "C", "C", "C", "N", "H", "H", "H", "H", "H", "H", "H", "H", "H", "H", "H", "H", "H", "H", "H", "H", "H", "H", "H", "H", "H", "H", "H", "C", "C", "S", "O", "C", "C", "H", "H", "H", "H", "H", "H", "H", "H", "H", "H", "C", "C", "C", "C", "C", "C", "Te", "C", "C", "C", "H", "H", "H", "H", "H", "H", "H", "H", "H", "H", "H"], "positions_angstrom": [[1.16990, -1.14185, 0.76306], [0.19310, -5.00455, -0.57404], [0.23770, -3.56755, -0.15724], [1.32700, -2.92225, 0.22956], [2.65420, -3.47835, 0.22256], [3.42030, -2.91175, 1.42856], [3.33040, -1.45405, 1.52486], [4.37440, -0.64165, 0.91716], [4.06580, -0.30255, -0.55004], [2.68960, 0.14095, -0.72044], [2.38210, 1.53715, -0.40724], [1.51620, 1.64075, 0.87746], [0.51410, 0.61505, 0.85206], [-0.77680, 0.80685, 0.57116], [-1.45280, 2.14085, 0.48956], [-1.45890, -0.42375, 0.32176], [-2.81190, -0.69635, 0.13816], [-3.20200, -1.97885, -0.22094], [-2.26270, -2.99725, -0.38384], [-0.92540, -2.72535, -0.11894], [-0.56980, -1.45985, 0.23956], [1.01030, -5.24535, -1.25134], [-0.74830, -5.21795, -1.07064], [0.27800, -5.66455, 0.29136], [3.14730, -3.17275, -0.70684], [2.66230, -4.57185, 0.27276], [4.46360, -3.24485, 1.38776], [2.94630, -3.31335, 2.32716], [3.23710, -1.21465, 2.50486], [5.35310, -1.13845, 0.95886], [4.44620, 0.28745, 1.48786], [4.20180, -1.20025, -1.15544], [4.80060, 0.44805, -0.87924], [2.38090, -0.06295, -1.66484], [1.80370, 1.96895, -1.23184], [3.29640, 2.12915, -0.28114], [1.09720, 2.64935, 0.95986], [2.15960, 1.45465, 1.74436], [-1.19880, 2.75815, 1.34966], [-2.53130, 2.01185, 0.45646], [-1.15390, 2.66825, -0.41864], [-3.54530, 0.08335, 0.25176], [-4.24580, -2.19185, -0.39224], [-2.58180, -3.97925, -0.69324], [0.37930, -3.82545, 4.79186], [-0.39450, -2.54205, 5.01976], [0.60000, -1.09215, 4.42246], [1.05620, -1.44185, 3.04696], [-0.80730, 0.08005, 4.16756], [-0.31280, 1.49755, 4.38716], [-0.17110, -4.67655, 5.18686], [1.34780, -3.78385, 5.28456], [0.53610, -3.97285, 3.72596], [-0.57050, -2.35975, 6.07986], [-1.34140, -2.56495, 4.48516], [-1.60330, -0.15475, 4.86806], [-1.14180, -0.07945, 3.14466], [0.07110, 1.60145, 5.39996], [-1.12820, 2.20775, 4.26156], [0.47470, 1.74305, 3.67746], [-3.35100, 5.57625, -5.01224], [-2.66720, 4.38235, -4.42764], [-1.29160, 4.22065, -4.51284], [-0.65080, 3.10865, -3.98994], [0.84050, 3.03705, -4.13244], [-1.39920, 2.10435, -3.35684], [-0.45150, 0.32905, -2.63164], [-2.78880, 2.26275, -3.25474], [-3.68500, 1.26805, -2.58874], [-3.39260, 3.39455, -3.77954], [-2.64920, 6.18865, -5.57084], [-3.79910, 6.18785, -4.23004], [-4.15240, 5.26595, -5.67964], [-0.70500, 4.97085, -5.02604], [1.17660, 3.73565, -4.89414], [1.16740, 2.04015, -4.42024], [1.33010, 3.30305, -3.19384], [-3.23170, 0.28005, -2.56114], [-4.62970, 1.21175, -3.12304], [-3.89340, 1.57995, -1.56634], [-4.46480, 3.49975, -3.68834]], "homo_lumo_gap_ev": [5.27, 5.91], "multiplicity": 5, "charge": 1, "homo_energy_ev": [-8.1, -9.8], "de_lowest_ev": 0.000, "e_lumo_ev": [-2.85, -3.90]}

=====

(4)
{"formula": "C13H24AsN3O6STi", "method": "the ωB97M-V functional and the def2-TZVPD basis", "species": ["Ti", "O", "C", "C", "N", "C", "C", "O", "O", "C", "C", "O", "O", "H", "H", "H", "H", "H", "H", "H", "H", "H", "C", "As", "C", "C", "S", "H", "H", "H", "H", "H", "H", "H", "H", "H", "C", "N", "C", "C", "N", "C", "H", "H", "H", "H", "H", "H", "O"], "positions_angstrom": [[-1.43211, -0.14037, 0.69723], [0.53139, -0.49753, 0.56135], [1.40480, -0.47073, 1.63852], [0.71884, 0.17026, 2.83609], [-0.64918, -0.35839, 2.92809], [-0.71355, -1.75448, 3.32683], [-1.89801, -2.43658, 2.64240], [-2.34676, -3.48232, 3.11453], [-2.28430, -1.85451, 1.57423], [-1.50085, 0.45893, 3.78004], [-1.85650, 1.76025, 3.04887], [-1.79352, 2.80135, 3.69890], [-2.12893, 1.58074, 1.81489], [1.79990, 2.52749, 1.02174], [1.75734, -1.49290, 1.88656], [2.29198, 0.13980, 1.41580], [1.24251, 0.05518, 3.79965], [0.66035, 1.24034, 2.60742], [0.17760, -2.27811, 2.97615], [-0.76912, -1.87782, 4.41504], [-2.42415, -0.09430, 3.97640], [-1.01535, 0.68695, 4.73741], [0.95945, 4.44860, -0.95288], [0.82750, 2.80483, -1.94844], [2.51233, 1.85826, -1.85042], [0.84763, 3.42177, -3.80566], [-0.94685, 1.77123, -1.65180], [1.85771, 5.01011, -1.21280], [1.00764, 4.09544, 0.08214], [0.05463, 5.02852, -1.15003], [3.32389, 2.53756, -2.10980], [2.47621, 1.01091, -2.53781], [2.55926, 1.55554, -0.80417], [1.74620, 4.00127, -4.02899], [-0.04469, 4.02027, -3.98349], [0.80519, 2.53811, -4.44288], [0.82069, -4.08739, -3.07819], [-0.18812, -3.32662, -2.38485], [-1.55584, -3.38420, -2.58384], [-2.09651, -2.47915, -1.71924], [-1.09905, -1.88208, -1.00469], [0.02441, -2.40007, -1.41642], [0.33544, -4.74073, -3.80127], [1.39235, -4.70501, -2.38356], [1.50828, -3.42995, -3.61270], [-1.99030, -4.05085, -3.30974], [-3.12042, -2.19184, -1.54862], [0.98986, -2.10356, -1.03619], [-2.77928, -0.00422, -0.22179]], "homo_lumo_gap_ev": 4.06, "charge": -2, "homo_energy_ev": 0.2, "de_lowest_ev": 3.314, "e_lumo_ev": 4.30}